Computed, not measured: a cluster of 2 separate species, H4NO2PS in total, with ωB97M-V/def2-TZVPD.

The geometry in XYZ format:
```
9
Properties=species:S:1:pos:R:3:forces:R:3:nbo_charge:R:1
O -3.6329 3.1416 -1.5047 0.242 0.417 -0.719 -0.90
S -3.2684 2.0562 -0.6276 0.645 -1.196 0.879 1.20
P -1.1546 1.8476 -0.1509 -1.665 -0.075 -0.759 0.69
O -2.1099 0.9127 -1.2111 -0.237 1.168 -0.578 -0.93
H -1.5485 0.9650 0.8770 0.332 0.455 0.908 -0.10
N 0.4289 -0.1778 0.0801 1.599 0.405 -0.288 -1.06
H -0.4191 -0.5890 0.3309 -1.455 -1.368 0.256 0.36
H 0.5530 0.5239 0.7918 0.840 -0.162 0.343 0.35
H 1.1819 -0.8679 0.1223 -0.300 0.354 -0.042 0.38
```
Forces are in eV/Å.

total charge: 0
F_max: 2.0 eV/A
HOMO energy: -0.33284 hartree
orbital gap: 9.4 eV
relative energy (zero: lowest compared OMol25 entry of this formula, charge and spin): 4.460 eV
SMILES string: O=S1#[PH]O1.N
energy: -947.1043 Ha

***

Computed, not measured: a structure of composition H4NO2SSi, with ωB97M-V/def2-TZVPD.

The geometry in XYZ format:
```
9
Properties=species:S:1:pos:R:3:forces:R:3:nbo_charge:R:1
N -0.0141 -0.9248 -0.1894 -3.528 -1.275 -1.463 -1.57
O 2.5793 -1.5801 0.1098 -0.848 3.920 -0.724 -0.91
O 1.5183 0.8870 0.6489 -0.136 1.814 3.196 -1.02
Si -0.0127 0.6998 0.0994 -1.176 -0.418 -0.720 1.58
S 2.7094 0.5410 -0.2104 2.722 -4.841 -1.285 0.65
H 1.5322 -1.4616 0.0162 1.389 -0.498 -0.093 0.51
H -0.8930 -1.3900 -0.6876 2.577 1.338 1.440 0.36
H 0.0530 1.7305 -0.9653 -0.481 0.122 -0.604 -0.30
H -0.6942 1.4559 1.1807 -0.519 -0.161 0.253 -0.29
```
Forces are in eV/Å.

total charge: -1
F_max: 5.7 eV/A
HOMO energy: -0.14390 hartree
orbital gap: 7.5 eV
relative energy (zero: lowest compared OMol25 entry of this formula, charge and spin): 2.377 eV
energy: -895.2861 Ha

***

Computed, not measured: the molecule H4NO4P, with ωB97M-V/def2-TZVPD.

The geometry in XYZ format:
```
10
Properties=species:S:1:pos:R:3:forces:R:3:nbo_charge:R:1
N 1.6858 -0.3367 -0.0433 0.132 -0.045 0.163 -0.49
O 0.7090 -0.3606 0.9905 -0.129 0.084 -0.013 -0.67
P -0.7868 0.1803 0.7044 -0.019 -0.047 0.018 2.52
O -1.5120 0.5030 1.9140 0.043 -0.029 -0.024 -1.05
O -1.4810 -0.9716 -0.1611 0.099 0.171 -0.052 -0.98
O -0.6160 1.4240 -0.2862 0.156 -0.154 0.072 -0.98
H 1.3615 -0.8874 -0.8326 -0.055 0.032 -0.031 0.32
H 1.8223 0.6334 -0.3061 -0.042 0.026 -0.084 0.35
H -0.9208 -1.3858 -0.8255 -0.054 -0.121 0.011 0.49
H -0.2621 1.2014 -1.1541 -0.129 0.083 -0.060 0.50
```
Forces are in eV/Å.

total charge: 0
F_max: 0.2 eV/A
HOMO energy: -0.40296 hartree
orbital gap: 10.7 eV
relative energy (zero: lowest compared OMol25 entry of this formula, charge and spin): 0.000 eV
SMILES string: NOP(=O)(O)O
energy: -699.5225 Ha

***

Computed, not measured: a structure of composition H4NP, with ωB97M-V/def2-TZVPD.

The geometry in XYZ format:
```
6
Properties=species:S:1:pos:R:3:forces:R:3:nbo_charge:R:1
N -1.0416 -0.0203 0.3959 0.153 1.938 -1.832 -1.01
P 0.7940 0.3016 -0.9873 -5.038 0.524 0.185 0.37
H -1.8336 -0.0263 -0.3633 1.991 0.090 1.534 0.34
H -1.2769 0.8946 0.9410 0.923 -1.727 -1.400 0.35
H 0.0641 -0.7733 -1.6905 1.226 0.608 0.466 -0.01
H 1.7257 -0.3989 -0.3194 0.745 -1.432 1.047 -0.05
```
Forces are in eV/Å.

total charge: 0
F_max: 5.1 eV/A
HOMO energy: -0.33812 hartree
orbital gap: 8.9 eV
relative energy (zero: lowest compared OMol25 entry of this formula, charge and spin): 2.016 eV
energy: -398.4036 Ha

***

Computed, not measured: a cluster of 2 separate species, H4NPS in total, with ωB97M-V/def2-TZVPD.

The geometry in XYZ format:
```
7
Properties=species:S:1:pos:R:3:forces:R:3:nbo_charge:R:1
N -3.1792 0.8939 0.1600 -1.738 1.401 2.322 -0.75
S -3.4533 -0.5861 0.1810 -0.372 -2.241 -0.003 0.41
H -2.5590 1.1624 -0.5201 2.122 0.842 -2.313 0.34
P 2.0193 -0.0273 0.2420 -0.966 0.455 0.931 -0.01
H 1.3234 -1.2779 0.0257 0.873 0.493 -0.409 0.01
H 3.1860 -0.4841 0.8550 0.151 -0.426 0.103 0.00
H 2.6627 0.3191 -0.9436 -0.070 -0.525 -0.631 0.00
```
Forces are in eV/Å.

total charge: 0
F_max: 3.3 eV/A
HOMO energy (spin up / spin down): -0.31408 / -0.31406 hartree
orbital gap (spin up / spin down): 7.5 / 7.5 eV
relative energy (zero: lowest compared OMol25 entry of this formula, charge and spin): 3.143 eV
SMILES string: N=S.P
energy: -796.5734 Ha

***

Computed, not measured: a cluster of 2 separate species, H4NPS in total, with ωB97M-V/def2-TZVPD.

The geometry in XYZ format:
```
7
Properties=species:S:1:pos:R:3:forces:R:3:nbo_charge:R:1
N -1.1441 1.2882 -0.5046 1.418 1.581 -0.187 -1.07
P 1.9805 -0.5122 0.4627 0.546 1.046 -0.059 0.06
S 1.1175 -2.0951 -0.3752 -0.305 -0.780 1.402 -0.21
H -1.6221 0.6602 0.1077 -0.729 0.201 0.664 0.36
H -0.1679 1.0001 -0.3981 -0.161 0.111 -0.386 0.35
H -1.1270 2.2997 -0.1902 -0.545 -1.871 -0.129 0.36
H 0.9631 -2.6409 0.8976 -0.224 -0.287 -1.305 0.15
```
Forces are in eV/Å.

total charge: 0
F_max: 2.1 eV/A
HOMO energy (spin up / spin down): -0.29577 / -0.29727 hartree
orbital gap (spin up / spin down): 6.8 / 6.8 eV
relative energy (zero: lowest compared OMol25 entry of this formula, charge and spin): 2.074 eV
energy: -796.6127 Ha

***

Computed, not measured: the molecule H4NPSi, with ωB97M-V/def2-TZVPD.

The geometry in XYZ format:
```
7
Properties=species:S:1:pos:R:3:forces:R:3:nbo_charge:R:1
H 3.0166 0.3843 0.8033 0.970 -0.298 -1.106 -0.03
P 2.4886 0.0128 -0.4990 -5.074 1.194 5.078 0.64
N 0.9505 0.1855 0.5361 6.931 -0.013 -3.594 -1.17
Si -0.5729 -0.1678 -0.0434 -1.792 -0.024 -1.064 1.06
H -0.4280 -1.6247 0.2353 -1.049 0.012 0.377 -0.16
H -1.3187 0.9205 0.7400 -0.281 -1.104 -0.479 -0.16
H -0.9710 -0.1403 -1.5318 0.296 0.233 0.788 -0.20
```
Forces are in eV/Å.

total charge: 0
F_max: 7.8 eV/A
HOMO energy (spin up / spin down): -0.35452 / -0.35559 hartree
orbital gap (spin up / spin down): 8.1 / 8.1 eV
relative energy (zero: lowest compared OMol25 entry of this formula, charge and spin): 2.064 eV
SMILES string: [H]/P=N/[SiH3]
energy: -687.8725 Ha

***

Computed, not measured: a cluster of 2 separate species, H4NPSi in total, with ωB97M-V/def2-TZVPD.

The geometry in XYZ format:
```
7
Properties=species:S:1:pos:R:3:forces:R:3:nbo_charge:R:1
N -0.1817 -1.2761 0.3310 -0.537 1.583 1.099 -1.33
Si 1.0323 -0.6879 -0.5520 0.410 -0.580 -0.530 1.33
P -1.3744 2.2947 0.6269 0.952 0.934 -0.176 0.12
H -2.3161 1.3233 0.7916 -0.950 -0.949 0.160 -0.12
H 1.7854 -1.5356 -1.5907 -0.870 0.153 0.825 -0.19
H 1.7890 0.5965 -0.6820 -0.495 0.066 0.458 -0.21
H -0.7345 -0.7149 1.0754 1.489 -1.207 -1.837 0.40
```
Forces are in eV/Å.

total charge: 0
F_max: 2.7 eV/A
HOMO energy (spin up / spin down): -0.32904 / -0.32939 hartree
orbital gap (spin up / spin down): 7.3 / 7.3 eV
relative energy (zero: lowest compared OMol25 entry of this formula, charge and spin): 3.449 eV
energy: -687.8216 Ha

***

Computed, not measured: a cluster of 2 separate species, H4O2 in total, with ωB97M-V/def2-TZVPD.

The geometry in XYZ format:
```
6
Properties=species:S:1:pos:R:3:forces:R:3:nbo_charge:R:1
O -1.0782 1.0345 0.3973 0.130 2.003 0.310 -0.95
H -0.7024 1.7566 0.9722 -0.538 -1.380 -0.881 0.48
H -0.8852 0.2114 0.8221 0.392 -0.582 0.521 0.47
O 1.1920 -0.8091 -0.6169 0.414 0.042 0.285 -0.95
H 0.9654 -1.7079 -0.3713 -0.127 -0.101 -0.163 0.47
H 0.5084 -0.4854 -1.2034 -0.271 0.017 -0.071 0.48
```
Forces are in eV/Å.

total charge: 0
F_max: 2.0 eV/A
HOMO energy: -0.41451 hartree
orbital gap: 12.2 eV
relative energy (zero: lowest compared OMol25 entry of this formula, charge and spin): 0.188 eV
SMILES string: O.O
energy: -152.8680 Ha

***

Computed, not measured: a cluster of 2 separate species, H4O2 in total, with ωB97M-V/def2-TZVPD.

The geometry in XYZ format:
```
6
Properties=species:S:1:pos:R:3:forces:R:3:nbo_charge:R:1
O -0.0367 -1.2075 0.9215 -1.239 -1.225 3.015 -0.96
H -0.7639 -1.3662 1.6361 1.977 0.574 -2.234 0.47
H -0.4402 -0.7635 0.1930 -0.725 0.612 -0.743 0.49
O 0.0384 1.0000 -0.7729 1.755 0.456 -0.501 -0.96
H 0.2648 1.4741 -1.6050 -0.465 -0.493 0.757 0.48
H 0.9375 0.8632 -0.3726 -1.302 0.074 -0.294 0.48
```
Forces are in eV/Å.

total charge: 0
F_max: 3.5 eV/A
HOMO energy: -0.41031 hartree
orbital gap: 12.0 eV
relative energy (zero: lowest compared OMol25 entry of this formula, charge and spin): 0.206 eV
SMILES string: O.O
energy: -152.8673 Ha